64
Properties=species:S:1:pos:R:3:forces:R:3:mulliken_charge:R:1 method="wB97M-V/def2-TZVPD" charge=-1 multiplicity=8 s_squared=15.762 e_homo_ev="-2.49 / -2.47" max_force_ha_per_bohr=0.0591 energy_ha=-1872.43377 orbital_gap_ev="4.68 / 4.66"
O 0.228868 -0.004549 -4.217747 0.459 1.142 -2.780 -0.277
C 0.314041 1.262584 -4.988587 0.054 -0.108 0.700 -0.445
C 0.324576 0.545753 -6.320866 -0.267 -0.405 0.249 -0.673
H 1.236358 1.807803 -4.762536 -0.300 -0.133 0.108 0.208
H -0.559872 1.904161 -4.819861 0.249 -0.147 0.142 0.148
C 0.283981 -0.738569 -5.461223 0.209 -0.147 -0.292 1.211
H 1.251399 0.700204 -6.872842 -0.241 -0.138 -0.240 0.319
H -0.574874 0.709014 -6.914059 0.207 -0.010 -0.208 0.318
C 1.570989 -1.540510 -5.549969 -0.114 -0.208 0.094 -1.627
H 2.439177 -0.890149 -5.371563 -0.260 -0.176 -0.035 0.379
H 1.664152 -1.996952 -6.544808 0.012 0.036 0.201 0.393
H 1.557191 -2.331303 -4.788506 0.135 0.119 -0.169 0.336
C -0.973414 -1.566194 -5.520220 0.055 -0.182 -0.184 -1.644
H -1.842187 -0.937528 -5.302943 0.097 -0.083 -0.104 0.379
H -0.905723 -2.339567 -4.750770 -0.131 -0.020 -0.064 0.331
H -1.091385 -2.035792 -6.494904 -0.095 -0.137 -0.085 0.421
Eu -0.313610 -0.321224 1.396610 0.558 0.816 0.827 1.151
C -2.468510 -0.698726 2.963334 -0.544 0.417 -0.507 -0.415
C -2.509459 0.719910 2.783562 -0.380 -0.543 -0.317 -0.557
C -2.853342 0.996572 1.427143 0.167 -0.463 0.206 -0.724
H -2.343811 1.452797 3.571666 -0.003 -0.205 -0.396 0.535
C -3.019880 -0.256768 0.753584 -0.025 -0.108 0.683 -0.615
C -2.799094 -1.302414 1.708150 -0.227 0.567 0.053 -0.658
H -2.857800 -2.375262 1.510493 0.001 0.446 0.047 0.461
H -2.240345 -1.217226 3.900352 -0.057 0.235 -0.463 0.438
H -2.982514 1.994121 0.988805 0.079 -0.485 0.191 0.418
H -3.310849 -0.395958 -0.290519 0.082 0.012 0.380 0.531
C 0.848218 -2.173240 3.037019 0.291 -0.249 -0.613 -0.543
C 0.095209 -2.891270 2.060063 0.663 0.052 -0.002 -0.868
C 0.756898 -2.739568 0.800090 -0.017 -0.171 0.316 -0.557
H -0.826941 -3.445603 2.261023 0.457 0.214 -0.184 0.577
C 1.925576 -1.938159 1.001260 -0.242 -0.097 0.223 -0.860
C 1.976006 -1.590949 2.380815 -0.288 -0.361 -0.055 -0.221
H 2.748657 -0.999736 2.875968 -0.360 -0.168 -0.227 0.446
H 0.614471 -2.099029 4.100645 0.099 0.091 -0.361 0.514
H 0.430955 -3.191348 -0.140652 0.151 0.170 0.295 0.443
H 2.658994 -1.646757 0.234052 -0.445 -0.195 0.427 0.425
O 1.077621 1.344296 -2.483473 -1.569 -0.148 1.865 -0.471
C -0.049363 0.523305 -1.973664 0.439 0.699 1.021 0.422
C -1.318978 1.334553 -2.188009 0.078 0.535 -0.331 -0.084
H 0.137766 0.482939 -0.885010 -0.027 -0.042 -0.230 -0.423
H -0.135696 -0.470387 -2.355136 0.573 -0.244 0.023 0.467
C -0.757991 2.782104 -2.093718 -0.229 0.208 -0.087 -0.666
H -2.101537 1.057683 -1.473435 0.388 0.365 0.225 0.044
H -1.798686 1.196327 -3.164653 0.456 -0.288 0.053 0.116
C 0.754500 2.580366 -1.808270 -0.529 -0.348 -0.127 -0.501
H -1.270744 3.330245 -1.300196 0.219 0.190 -0.084 0.414
H -0.902612 3.312306 -3.051305 0.027 -0.124 0.444 0.225
H 0.843203 2.441920 -0.710403 0.421 0.204 -0.402 0.151
H 1.418466 3.379031 -2.168920 -0.252 -0.307 0.135 0.391
C 0.827759 1.617022 3.265681 -0.418 -0.386 -0.497 -1.956
C 0.997797 1.037648 4.545862 0.035 0.103 0.132 1.310
C -0.099642 0.822985 5.444467 0.215 -0.201 0.159 -0.393
C 0.060914 0.095557 6.618887 0.301 0.188 -0.224 -0.572
C 1.327756 -0.371996 6.999600 0.133 -0.122 0.107 -0.467
C 2.444295 -0.084427 6.195537 -0.503 0.113 -0.130 -0.430
C 2.287299 0.619617 5.009094 -0.208 -0.292 0.125 -0.641
H 1.699787 1.744349 2.631423 0.136 0.361 0.119 0.372
H -0.038145 2.250508 3.085731 0.138 0.059 -0.024 0.440
H -1.086621 1.202977 5.169949 0.316 -0.192 0.083 0.159
H -0.804029 -0.124622 7.255703 0.274 0.163 -0.230 0.345
H 1.444701 -0.946392 7.915842 -0.003 0.083 -0.117 0.318
H 3.438007 -0.421965 6.499949 -0.246 0.094 -0.057 0.328
H 3.152044 0.835460 4.376432 -0.195 -0.047 0.191 0.403

---

76
Properties=species:S:1:pos:R:3:forces:R:3:mulliken_charge:R:1 method="wB97M-V/def2-TZVPD" multiplicity=3 s_squared=2.011 e_homo_ev="-8.72 / -8.72" max_force_ha_per_bohr=0.1092 energy_ha=-2902.73232 orbital_gap_ev="8.14 / 8.77"
V -0.116034 -1.692498 -1.205383 -0.998 -1.640 0.341 1.126
F -0.990504 -2.933088 -2.605103 1.250 1.764 1.689 -0.618
F 0.840186 -0.148468 -0.246493 -0.960 -2.161 -1.285 -0.428
F -0.929474 -2.825358 0.309747 1.327 2.059 -2.030 -0.712
F -8.411714 -2.449668 0.625867 -0.694 -0.004 -0.225 -0.300
C -7.110814 -2.484788 0.359007 2.349 0.891 -0.468 0.213
C -6.556094 -1.759828 -0.748083 -0.910 -1.362 0.569 -0.349
C -5.197304 -1.873898 -1.006403 -0.283 -0.258 2.471 -0.726
C -4.410544 -2.477278 0.015717 0.931 0.573 -2.533 -0.327
C -4.919294 -3.130038 1.111447 1.082 0.526 -1.037 -0.664
C -6.269844 -3.156788 1.253467 -1.737 -0.395 0.174 -0.156
H -7.188554 -1.266108 -1.471023 -0.340 0.051 0.150 0.411
H -4.771584 -1.416838 -1.887463 0.181 -0.151 0.031 0.570
H -3.357664 -2.516378 -0.221593 0.325 -0.088 0.428 0.467
H -4.211314 -3.631328 1.754777 -0.264 -0.091 0.246 0.438
H -6.658184 -3.799438 2.029747 -0.549 0.280 0.162 0.357
C -2.408304 3.465802 2.368567 0.480 -0.907 -0.884 -0.976
C -2.078544 2.334722 1.442277 -0.582 1.877 1.027 0.241
N -1.814104 1.502572 0.709347 0.049 -0.727 -0.510 -0.171
H -2.925084 4.259282 1.828717 -0.183 -0.237 -0.030 0.352
H -1.457924 3.885952 2.697737 -0.071 -0.156 0.358 0.227
H -3.020524 3.051142 3.169397 0.138 0.344 0.110 0.348
C -3.786904 1.321012 -1.957843 0.228 -0.343 -0.717 -1.172
C -2.591704 0.443172 -1.889203 2.664 -2.609 0.561 0.501
N -1.663284 -0.288608 -1.827333 -3.779 2.841 0.150 -0.104
H -3.465984 2.323392 -2.241283 -0.010 0.090 0.366 0.326
H -4.441894 1.298082 -1.086883 0.732 0.023 0.417 0.327
H -4.459044 0.980082 -2.745293 0.298 -0.220 -0.320 0.431
C 2.376046 -3.638848 2.505117 -0.985 -0.735 0.466 -0.690
C 3.693846 -3.609168 1.941017 2.719 1.466 -0.396 0.504
N 4.774306 -3.557608 1.502627 -2.030 -0.288 0.575 -0.561
H 2.168566 -4.703018 2.392897 -1.060 0.037 -0.055 0.286
H 1.638286 -2.966738 2.066857 0.159 -0.362 -0.844 0.067
H 2.213796 -3.404808 3.557257 1.063 0.001 0.222 0.371
C 3.987756 1.612652 2.039957 0.701 -0.217 0.781 -0.237
C 4.343206 2.676142 3.012447 0.200 1.443 1.289 0.109
N 4.659076 3.480622 3.803787 -0.749 -1.883 -1.980 -0.445
H 3.761156 0.711892 2.610377 -0.210 0.019 0.109 0.269
H 4.911286 1.372782 1.513017 -0.116 0.113 -0.349 0.305
H 3.159476 1.802892 1.357417 0.147 0.429 0.184 -0.039
C 0.401316 -1.004308 -5.933743 0.496 -0.080 1.266 -0.997
C 0.627816 -0.987288 -4.410723 -0.254 0.363 -1.891 0.281
N 0.809386 -0.896948 -3.280563 -0.318 -0.318 -0.169 0.073
H 0.759466 -1.937048 -6.369433 -0.119 -0.118 0.350 0.284
H 0.975986 -0.217978 -6.423173 0.053 0.159 0.402 0.321
H -0.643144 -0.862578 -6.211443 0.008 -0.092 0.470 0.281
C 4.014396 0.016412 -1.563313 -0.451 -0.187 0.797 -0.202
C 3.841396 1.480192 -1.550233 0.753 0.538 -0.873 0.296
N 3.724906 2.632152 -1.537583 -0.006 -1.204 0.148 -0.491
H 4.952656 -0.485388 -1.799913 0.495 1.122 -0.304 0.410
H 3.281806 -0.479148 -2.200363 -0.384 0.264 0.355 -0.099
H 3.873966 -0.225208 -0.509753 -0.537 -0.556 -0.030 0.093
C 3.684306 -4.666278 -1.462603 1.643 0.074 -0.582 -1.094
C 2.577846 -3.779758 -1.489303 -4.892 2.651 0.740 0.535
N 1.628506 -3.080878 -1.433953 3.333 -2.018 0.113 -0.067
H 4.122526 -4.638688 -2.460253 -0.010 -0.396 -0.154 0.316
H 3.506746 -5.693318 -1.143603 -0.358 0.268 -0.019 0.306
H 4.442056 -4.198058 -0.834363 0.017 -0.207 0.339 0.298
C -0.283464 0.218022 3.136217 -0.047 -0.465 -0.073 -0.013
C 0.626586 -0.499648 4.044417 -0.537 0.471 0.238 0.112
N 1.375686 -1.020958 4.744047 -0.074 -0.070 -0.229 -0.507
H -1.344824 0.213172 3.384387 0.152 -0.362 0.685 0.398
H -0.255434 -0.332348 2.195787 0.267 0.537 -0.397 -0.061
H -0.010944 1.271082 3.066277 0.385 -0.197 -0.349 0.013
C 0.438296 3.223792 -1.165363 0.022 -0.641 0.576 -0.098
C -0.748734 4.012832 -1.551373 0.769 0.960 -0.491 0.208
N -1.577064 4.727532 -1.931993 0.451 -0.971 0.524 -0.513
H 0.722786 2.490622 -1.920093 -0.530 -0.173 0.022 0.077
H 0.245586 2.728962 -0.213463 -0.292 -0.438 -0.243 -0.066
H 1.395846 3.699722 -0.953983 -0.407 1.087 -0.372 0.332
C 2.950306 5.548932 1.769087 -0.278 1.165 -1.516 -0.980
C 1.964716 4.562802 2.120647 2.617 1.486 0.015 0.350
N 1.163906 3.811982 2.361507 -2.479 -2.197 0.644 -0.360
H 3.972256 5.268922 1.513547 -0.165 -0.570 0.805 0.346
H 2.895446 6.449322 2.380957 0.173 -0.338 0.276 0.299
H 2.572336 5.857782 0.794487 -0.009 0.458 -0.283 0.346